1.
This record from OMol25 describes a structure of composition C23H49N4OP3Pm in a non-equilibrium geometry. The level of theory is ωB97M-V/def2-TZVPD.

**⟨S²⟩**: 6.01
**HOMO level (spin up / spin down)**: -16.48 / -16.48 eV
**Spin multiplicity**: 5
**Total charge**: +3
**LUMO level (spin up / spin down)**: -10.2 / -9.9 eV

```
81
Properties=species:S:1:pos:R:3:forces:R:3
Pm 0.223 -0.174 -0.106 -0.722 -0.453 3.563
P -0.291 -0.384 -2.704 -1.241 0.468 -2.034
P -1.974 -2.324 0.094 -1.517 -0.458 0.262
P 2.124 1.910 0.072 0.883 2.445 0.732
H 1.092 -2.975 1.901 0.430 -0.621 0.813
C 1.623 -2.279 2.561 -0.299 0.764 -0.993
C 0.907 -1.435 3.316 -0.189 0.722 -0.999
H -0.167 -1.579 3.486 0.404 0.052 -0.075
C 0.549 -1.746 -3.550 0.189 -0.181 -0.111
C -2.034 -0.515 -3.227 -0.261 -0.401 0.502
C -0.048 1.188 -3.606 0.720 -0.058 0.297
C -2.288 -2.976 1.786 0.376 0.023 0.238
C -3.744 -2.039 -0.413 0.058 0.293 -0.144
C -1.675 -3.875 -0.808 0.548 -0.029 -0.214
C 2.561 2.205 1.842 0.080 -0.889 0.364
C 1.637 3.695 -0.106 -0.457 0.057 -0.761
C 3.677 1.839 -0.903 0.137 -0.358 -0.190
H 2.707 -2.163 2.413 -0.587 -0.046 0.081
H 1.324 -0.469 3.615 0.089 -0.657 0.853
H 0.111 -1.726 -4.558 0.454 -0.435 0.089
H 0.327 -2.682 -3.013 -0.272 0.223 -0.359
H 1.654 -1.711 -3.574 -0.467 0.370 -0.320
H -2.039 -0.520 -4.328 -0.195 -0.007 0.377
H -2.551 0.371 -2.836 0.046 -0.125 -0.302
H -2.553 -1.383 -2.815 0.185 -0.039 -0.379
H -0.208 0.917 -4.660 0.218 0.537 0.176
H 0.948 1.607 -3.411 -0.198 0.002 -0.463
H -0.805 1.912 -3.260 0.262 -0.321 -0.255
H -2.660 -4.002 1.675 0.028 0.242 0.129
H -3.044 -2.384 2.327 0.372 -0.169 -0.224
H -1.353 -3.005 2.364 -0.367 -0.115 -0.041
H -4.195 -3.012 -0.663 0.198 0.320 0.068
H -3.796 -1.384 -1.296 -0.235 -0.271 0.428
H -4.335 -1.599 0.407 0.328 -0.093 -0.371
H -2.457 -4.608 -0.599 0.009 0.152 0.043
H -0.717 -4.303 -0.506 0.028 -0.074 -0.101
H -1.657 -3.688 -1.884 0.027 -0.078 0.009
H 3.591 2.577 1.858 -0.197 -0.008 0.228
H 2.483 1.293 2.440 0.366 0.039 0.048
H 1.872 2.932 2.301 0.402 -0.209 -0.359
H 2.546 4.318 -0.049 -0.351 -0.304 0.011
H 0.945 3.993 0.703 0.457 -0.199 -0.390
H 1.131 3.882 -1.058 0.187 0.160 0.065
H 4.329 2.699 -0.716 -0.347 0.024 0.008
H 3.393 1.816 -1.961 0.077 0.220 0.060
H 4.292 0.948 -0.748 -0.323 -0.073 0.254
C 3.382 -2.189 -0.976 0.808 -0.572 -0.636
C 3.502 -3.008 -2.106 0.317 1.230 -0.589
C 4.754 -3.092 -2.749 0.442 -0.008 1.220
C 5.893 -2.542 -2.107 -0.750 -0.211 -0.020
C 5.754 -2.003 -0.810 0.099 -0.691 -0.206
C 4.496 -1.932 -0.169 0.149 0.772 -0.539
O 2.127 -1.457 -0.815 -1.126 0.244 -0.528
H 1.852 -1.094 -1.725 1.370 -1.279 1.230
H 2.614 -3.442 -2.552 0.064 0.196 -0.164
H 4.848 -3.574 -3.721 -0.051 -0.080 0.338
H 6.882 -2.628 -2.586 -0.665 0.285 0.316
H 6.660 -1.628 -0.313 -0.574 -0.440 0.048
H 4.419 -1.684 0.895 -0.011 0.561 -0.602
C -1.231 1.661 2.622 -0.770 0.673 0.274
N -1.680 1.360 1.210 0.724 -0.450 -0.435
C -1.820 2.661 0.458 -0.237 0.535 0.557
N -2.727 3.607 1.112 -0.034 -0.918 0.366
C -2.242 3.856 2.510 -0.196 -0.276 -0.359
N -2.149 2.593 3.284 -0.305 -0.223 -0.474
C -3.519 1.995 3.336 0.140 0.044 -0.534
N -4.004 1.680 1.953 0.574 0.462 0.137
C -3.063 0.778 1.300 -0.444 0.445 0.415
C -4.074 2.960 1.201 0.367 -0.010 0.186
H -0.225 2.130 2.595 -0.417 -0.404 0.014
H -1.246 0.715 3.196 0.274 0.379 -0.282
H -2.218 2.425 -0.545 0.225 0.138 0.221
H -0.830 3.136 0.405 -0.282 -0.236 -0.190
H -2.982 4.509 3.004 0.521 -0.188 -0.204
H -1.254 4.356 2.467 -0.490 -0.239 0.078
H -3.522 1.069 3.945 0.075 0.519 -0.273
H -4.213 2.741 3.769 0.419 -0.533 -0.086
H -3.416 0.590 0.271 0.131 -0.129 0.413
H -3.010 -0.138 1.911 0.012 0.141 -0.417
H -4.747 3.642 1.741 0.153 -0.234 -0.295
H -4.464 2.784 0.183 0.153 0.052 0.407
```
Forces are in eV/Å.

2.
This record from OMol25 describes the molecule C21H20ClN5O. The level of theory is ωB97M-V/def2-TZVPD.

**HOMO level**: -8.33 eV
**SMILES**: C=CCn1cc(-c2n[nH]c3c2CN(C(=O)C2(c4ccccc4Cl)CC2)C3)cn1
**LUMO level**: 0.5 eV

```
48
Properties=species:S:1:pos:R:3:forces:R:3
C -3.956 -1.904 1.923 -0.003 -0.007 0.011
C -3.738 -1.377 0.729 0.000 0.001 -0.001
C -3.111 -0.031 0.520 0.008 0.007 -0.006
N -1.943 -0.106 -0.340 -0.022 -0.002 -0.015
C -0.774 -0.725 -0.079 0.012 0.003 0.018
C 0.015 -0.583 -1.200 0.004 -0.011 -0.016
C 1.370 -1.077 -1.395 0.000 -0.012 -0.005
N 2.006 -0.904 -2.548 -0.009 0.016 0.005
N 3.222 -1.472 -2.386 -0.004 -0.005 -0.006
C 3.352 -2.002 -1.159 -0.015 0.014 -0.012
C 2.196 -1.774 -0.485 0.016 0.002 0.008
C 2.272 -2.331 0.897 -0.004 -0.003 0.004
N 3.635 -2.910 0.897 0.008 0.021 -0.017
C 3.964 -3.767 1.893 0.002 -0.036 0.021
O 3.172 -4.006 2.792 0.001 0.003 -0.003
C 5.331 -4.430 1.845 -0.028 0.022 0.015
C 6.508 -3.524 1.629 0.003 0.006 -0.013
C 6.699 -2.541 2.606 0.004 -0.009 -0.007
C 7.742 -1.637 2.550 -0.010 0.012 0.016
C 8.649 -1.700 1.500 0.015 0.003 -0.008
C 8.489 -2.658 0.518 -0.006 -0.010 0.002
C 7.424 -3.550 0.581 0.001 0.000 -0.016
Cl 7.279 -4.659 -0.761 -0.002 0.004 0.005
C 5.498 -5.503 2.894 0.009 -0.006 0.010
C 5.303 -5.897 1.470 0.010 -0.005 -0.004
C 4.388 -2.708 -0.355 0.012 0.005 0.001
C -0.795 0.143 -2.099 -0.008 0.018 0.013
N -1.974 0.424 -1.571 0.010 -0.007 0.003
H -4.423 -2.873 2.039 0.001 0.000 -0.001
H -3.677 -1.377 2.829 -0.001 -0.001 -0.001
H -4.013 -1.915 -0.172 0.000 0.002 -0.001
H -3.796 0.649 0.014 -0.002 -0.005 0.000
H -2.832 0.412 1.478 -0.001 0.006 -0.003
H -0.597 -1.216 0.865 0.001 -0.003 -0.002
H 3.870 -1.457 -3.152 0.008 -0.005 0.003
H 2.180 -1.580 1.686 -0.001 0.000 -0.003
H 1.542 -3.115 1.106 0.001 -0.002 0.000
H 5.997 -2.507 3.431 0.000 0.002 0.001
H 7.852 -0.891 3.325 0.001 0.000 -0.002
H 9.477 -1.006 1.443 -0.002 0.000 0.003
H 9.176 -2.722 -0.314 0.001 0.002 0.001
H 6.493 -5.607 3.305 -0.002 -0.005 0.003
H 4.676 -5.621 3.583 -0.002 0.000 0.003
H 4.337 -6.294 1.186 -0.001 -0.004 -0.002
H 6.142 -6.303 0.929 -0.004 0.000 -0.003
H 4.703 -3.660 -0.785 -0.002 -0.005 0.002
H 5.276 -2.092 -0.197 0.000 -0.004 0.005
H -0.551 0.466 -3.097 0.000 0.000 -0.001
```
Forces are in eV/Å.

3.
This record from OMol25 describes the ion C8H15BrN4O with charge +2 in a non-equilibrium geometry. The level of theory is ωB97M-V/def2-TZVPD.

**HOMO level**: -17.04 eV
**SMILES**: [NH2+]=C1N=CCN(Br)[C@H]1[NH+]1CCOCC1
**Total charge**: +2
**LUMO level**: -8.9 eV

```
29
Properties=species:S:1:pos:R:3:forces:R:3
C 1.654 1.678 1.762 -0.277 -0.179 0.327
C 1.280 1.697 -0.509 -0.481 -2.820 0.638
C 2.462 0.469 1.643 0.574 -0.172 0.867
C -0.368 -1.714 0.204 -2.309 -1.347 0.581
C -1.213 0.031 -1.295 -1.315 1.576 2.322
C -1.866 -1.950 0.644 0.185 0.284 -1.755
C -2.624 -0.139 -0.660 1.082 -2.906 -2.597
C 1.259 0.065 -0.470 -1.740 2.685 -3.187
N 1.230 2.227 0.704 -0.870 1.241 -0.560
N 2.210 -0.299 0.417 2.744 -0.968 1.382
N 1.361 2.390 -1.588 -0.107 -1.989 -2.089
N -0.238 -0.313 -0.255 1.158 -0.621 2.041
O -2.687 -1.538 -0.467 0.197 -1.136 1.480
Br 3.964 -0.968 -0.281 -2.026 0.501 0.308
H 1.253 1.923 2.777 0.496 0.456 -0.986
H 3.551 0.703 1.744 -0.803 -0.333 0.145
H 2.097 -0.011 2.555 0.632 -1.088 -0.079
H 0.244 -1.774 1.065 0.906 -0.571 0.658
H -0.190 -2.517 -0.536 0.520 1.006 -0.003
H -1.177 -0.701 -2.004 0.357 -1.608 -2.408
H -1.021 1.017 -1.603 0.215 1.232 -0.785
H -2.050 -3.004 0.693 0.184 -0.640 0.325
H -2.160 -1.515 1.609 0.118 0.356 -0.259
H -2.768 0.210 0.308 -0.554 2.146 1.330
H -3.370 -0.063 -1.454 -0.152 1.318 0.460
H 1.425 -0.340 -1.471 0.398 0.111 0.111
H 1.319 2.068 -2.581 -0.034 -0.169 1.453
H 1.820 3.223 -1.491 0.944 3.321 0.155
H -0.530 0.201 0.576 -0.041 0.311 0.125
```
Forces are in eV/Å.

4.
This record from OMol25 describes the molecule C6H10O in a non-equilibrium geometry. The level of theory is ωB97M-V/def2-TZVPD.

**HOMO level**: -9.58 eV
**SMILES**: C=CCCCC=O
**LUMO level**: 1.0 eV

```
17
Properties=species:S:1:pos:R:3:forces:R:3
O -1.077 2.602 -1.652 1.618 -0.240 0.635
C -0.154 2.149 -0.991 -4.678 -1.014 1.173
C -0.460 1.029 0.109 -1.622 2.439 0.386
C 0.503 -0.059 -0.244 2.974 -1.723 1.328
C -0.033 -1.505 -0.329 -0.686 2.581 4.206
C 0.688 -1.859 2.150 -0.069 -2.775 -1.439
C 0.454 -2.295 0.900 -0.935 -0.898 -0.017
H 0.846 2.364 -1.184 2.161 0.625 -0.400
H -0.484 1.451 1.238 0.531 -0.955 -2.602
H -1.567 0.776 -0.101 1.785 0.143 0.295
H 1.396 -0.203 0.521 -1.736 1.031 -1.420
H 1.074 0.123 -1.188 -0.709 0.297 0.444
H -1.096 -1.458 -0.576 -0.562 -0.198 1.299
H 0.219 -1.854 -1.210 2.391 -2.480 -4.045
H 0.766 -0.887 2.421 -0.284 3.143 0.541
H 0.886 -2.516 2.995 0.178 -0.327 -0.510
H 0.576 -3.375 0.731 -0.357 0.352 0.126
```
Forces are in eV/Å.

Calculated relative energy (zero: lowest compared OMol25 entry of this formula, charge and spin), 23.7; 42.0; 0.0; 56.8 kcal per mole (same order as the records).